# 1
ORCA calculation (ωB97M-V with the def2-TZVPD basis set) on a molecular structure, C34H35BrN5ORuTe in a non-equilibrium geometry.

The geometry in XYZ format:
```
78
Properties=species:S:1:pos:R:3
C -3.21089 -2.74021 -0.22413
H -1.48359 -0.02404 2.58011
H 1.71102 5.25341 -3.99396
C -1.83853 -1.43293 -4.41976
H 1.58659 3.52674 -4.34437
H 3.67677 3.16533 -2.82588
O 0.97544 -1.41741 -1.02305
Te -0.77895 0.12738 -3.40704
H 1.71609 -3.31766 -7.97797
H -0.86693 4.88176 3.57451
C 0.51202 -1.66416 -5.27969
C 2.81820 -0.94997 0.46138
C 2.25075 0.15988 1.12576
H 0.18925 4.40481 -3.69607
H -2.97805 4.62303 2.20504
C 4.12380 -1.33389 0.87849
H -0.69420 -3.79890 -8.26381
H -4.85339 -3.04563 -1.56195
C -1.95756 -1.61657 1.22753
H 0.14815 5.14887 -1.26562
C -3.20000 3.09371 0.73332
C -1.27186 -2.71281 -6.51373
N 0.80074 1.73252 -1.45943
C -4.15405 -3.62644 -0.95979
H 2.48369 -1.94714 -6.07979
H 2.88562 0.61778 1.87742
C -1.20205 3.40149 2.03775
H 2.29887 -3.42901 -1.81127
C -0.44126 4.04034 3.04378
H -2.15675 -2.23228 -3.74834
N -1.62301 -1.18781 0.00567
H 1.37929 -1.46245 -3.29746
H -0.21781 -1.25004 2.41516
H -2.27228 -1.74299 -1.84860
H 1.62979 6.06952 -1.54561
H -3.42642 -3.12335 1.93083
C 2.81720 -2.83717 -1.06840
C 1.35712 2.46607 2.67420
H 3.70317 4.90509 -2.52339
C -1.29624 -1.09198 2.45537
C -0.84225 -1.94248 -5.43725
C 1.27454 4.31357 -3.65778
C 1.42944 -2.16610 -6.19788
C -2.51971 3.78659 1.69235
H -1.67958 -1.60600 3.33339
H -3.61522 -4.30959 -1.61736
C -0.35447 -3.20787 -7.42443
H 1.39143 4.05561 4.12068
H 4.56107 -4.05125 -1.05999
H 4.62018 -0.75320 1.64572
C 0.80752 3.57950 3.34522
N 1.07289 0.68847 0.93842
C -0.64137 2.31063 1.35193
C -2.95586 -2.58938 1.12354
C 1.76525 4.03950 -2.22794
C -2.55977 2.02334 0.08453
C 1.22374 2.74346 -1.79855
N -2.39268 -1.88406 -0.86046
H 2.33931 2.13317 2.97713
C 0.97822 -0.84826 -4.09855
C 4.74102 -2.41599 0.33275
H 1.70578 -0.08589 -4.37017
Br 6.46953 -2.91908 0.86667
H -4.72800 -4.22077 -0.25399
C 3.29840 3.95479 -2.17709
H -3.06663 1.45964 -0.68875
C 0.64861 1.83048 1.68813
N -1.33051 1.65644 0.36732
H 1.56732 4.89386 -0.22668
C 1.23723 5.09807 -1.24628
H 3.65403 3.78004 -1.16168
H -4.21184 3.35072 0.45610
C 0.99847 -2.93613 -7.26458
H -2.32715 -2.92008 -6.64224
Ru -0.15176 0.15675 -0.53902
C 2.15652 -1.70009 -0.54743
H -2.71997 -0.99177 -4.88012
C 4.07010 -3.18027 -0.64618
```

Output
- Multiplicity: 2
- Highest occupied orbital energy (spin up / spin down): -12.969 / -13.056 eV
- Frontier orbital gap (spin up / spin down): 6.87 / 6.03 eV
- Expectation value of S²: 0.760
- Total charge: +2



# 2
ORCA calculation (ωB97M-V with the def2-TZVPD basis set) on a molecular structure, C6H7BrClNO in a non-equilibrium geometry.

The geometry in XYZ format:
```
17
Properties=species:S:1:pos:R:3
O 1.02060 1.68739 0.13040
H -0.53941 2.48574 1.30229
H -1.70652 -2.72833 -0.28920
C 0.15609 -0.30716 -1.65769
N 0.14918 -0.30529 1.16757
H 1.13198 -0.54923 -2.28619
C 0.46550 2.24395 1.34505
Br -0.80039 1.13802 -2.54705
C -0.72426 -1.41555 -1.37428
H 0.52616 1.55646 2.10970
H -1.06347 -1.73460 1.87234
H 1.09937 3.12184 1.48839
C 0.81635 0.30840 0.07295
Cl 2.42308 -0.47844 -0.00511
H -1.33398 -1.70682 -2.20358
C -0.57509 -1.37018 1.05117
C -1.04519 -1.94619 -0.17675
```

Output
- Highest occupied orbital energy: -9.133 eV
- Frontier orbital gap: 8.59 eV
- Total charge: 0